55
Properties=species:S:1:pos:R:3:mulliken_charge:R:1 method="wB97M-V/def2-TZVPD" smiles="CNC(=O)[C@@H]1CCCN1C(C)=O.CCCCCNC(=O)[C@H](C)N" charge=0 total_energy_ev=-29215.760 de_lowest_kcal_mol=0.00 e_homo_ev=-8.8 gap_ev=9.62
O 0.332 -2.892 4.010 -0.6929
O -0.355 1.403 0.996 -0.6158
O 2.083 -2.333 0.942 -0.6948
N 0.266 2.928 -0.550 0.0079
N 2.712 -4.383 1.466 -0.0876
N -0.850 3.151 3.108 -0.6654
N -0.529 -2.771 1.930 0.1398
C -0.919 -2.847 -0.420 -0.6338
C -0.705 2.426 -5.878 -1.1213
C 2.536 -5.779 1.863 -0.8455
C -0.321 3.665 1.822 -0.0117
C -0.124 2.577 0.732 0.4228
C -0.353 -4.194 0.035 -0.9234
C -0.372 3.337 -3.518 -0.4508
C -0.445 2.017 -2.732 -0.2612
C -1.161 -1.097 3.631 -0.9570
C -1.264 3.324 -4.769 -0.5401
C 1.007 4.356 2.137 -1.3238
C -1.380 -2.206 0.890 -0.4411
C 0.271 -3.868 1.395 0.0475
C 1.757 -3.469 1.270 -0.1406
C -0.386 -2.325 3.190 0.8215
C 0.585 1.966 -1.602 -0.9072
H 0.663 3.535 -3.817 0.2815
H 1.419 4.832 1.243 0.3603
H -0.970 -0.921 4.688 0.3446
H -0.125 -2.244 -0.864 0.1614
H 2.100 -5.828 2.863 0.2776
H -0.179 2.501 3.523 0.2756
H 0.324 2.710 -6.118 0.2833
H -1.745 -2.970 -1.122 0.4559
H -1.022 4.406 1.425 0.3202
H -0.692 4.156 -2.867 0.2657
H 1.882 -6.294 1.158 0.2756
H 0.856 5.127 2.899 0.3531
H -1.172 -4.902 0.175 0.3777
H -2.275 2.997 -4.503 0.3042
H -0.720 1.373 -5.580 0.2958
H -0.820 -0.242 3.051 0.0315
H -1.735 2.666 2.952 0.2845
H -1.274 -1.122 0.833 0.1237
H 3.504 -6.282 1.878 0.3297
H 0.177 -4.730 2.053 0.7243
H -1.451 1.883 -2.321 0.2207
H -1.337 4.346 -5.155 0.3136
H 0.377 -4.591 -0.673 0.3775
H -2.224 -1.258 3.469 0.3454
H 0.444 3.912 -0.728 0.2847
H 0.617 0.945 -1.203 0.2090
H -0.245 1.176 -3.401 0.2712
H -2.418 -2.475 1.088 0.3292
H 3.652 -4.030 1.372 0.3055
H 1.735 3.631 2.515 0.3404
H 1.584 2.175 -1.999 0.3969
H -1.313 2.531 -6.782 0.3544